Entry 1:
The following is a quantum chemistry calculation of one molecule with the formula C4H8ClOP, from the Open Molecules 2025 dataset.

Cartesian coordinates (Å):
C: -0.54292 1.04520 1.00565
C: -0.16286 -0.10104 -0.19643
C: 1.26125 -0.09091 -0.76436
C: -1.23469 0.09692 -1.15362
O: 0.89437 -1.02140 2.08661
P: -0.64739 -0.74944 1.43930
Cl: 1.35536 -2.61524 2.37099
H: 0.30506 1.64213 1.27472
H: -1.36474 1.61156 0.96509
H: 1.12370 -0.62138 -1.77771
H: 2.12321 -0.54561 -0.16323
H: 1.56644 0.93016 -0.95879
H: -2.20324 -0.08266 -0.55689
H: -1.27010 -0.63662 -2.02693
H: -1.20343 1.13832 -1.54441

Properties
Relative energy (zero: lowest compared OMol25 entry of this formula, charge and spin), kcal/mol: 98.3
HOMO, hartree: -0.3224
Lowest unoccupied orbital energy, eV: 0.033
Structure (SMILES): CC1(C)CP1OCl
Gap between HOMO and LUMO, eV: 8.807

Entry 2:
The following is a quantum chemistry calculation of C4H8CoO3 as an isolated structure, from the Open Molecules 2025 dataset.

Cartesian coordinates (Å):
C: 2.96212 2.15060 0.03444
C: 1.91818 1.06311 -0.04172
O: 0.84543 1.47062 0.82578
H: 3.72763 2.00427 -0.73810
H: 2.50904 3.14275 -0.08633
H: 3.44668 2.10615 1.01813
H: 2.30251 0.09891 0.32080
H: 1.52480 0.94089 -1.06048
Co: -0.84860 -0.63566 1.89043
O: -0.25126 0.64900 0.61339
O: -2.19534 -0.65373 0.45450
C: -2.44683 0.40520 -0.14413
C: -1.32901 1.34032 -0.30883
H: -0.98350 1.38002 -1.35154
H: -3.29133 0.44939 -0.84630
H: -1.53914 2.32732 0.12809

Properties
HOMO (spin up / spin down), hartree: -0.9144 / -0.9165
Spin multiplicity: 5
Expectation value of S²: 6.008
Charge: +3
Lowest unoccupied orbital energy (spin up / spin down), eV: -14.648 / -20.048
Gap between HOMO and LUMO (spin up / spin down), eV: 10.233 / 4.892

Entry 3:
The following is a quantum chemistry calculation of C4H8F3FeO5S as an isolated structure, from the Open Molecules 2025 dataset.

Cartesian coordinates (Å):
O: 0.65295 0.46016 1.26188
O: 1.49123 -2.03080 2.37878
C: 1.61939 -2.97258 1.41049
O: 0.54608 -2.67693 0.46384
C: 0.41299 -3.47906 -0.69002
Fe: -0.09213 -1.22480 1.57133
H: 1.46236 -4.01216 1.75611
H: 2.57235 -2.88245 0.85437
H: -0.35666 -3.02006 -1.31838
H: 1.35766 -3.48479 -1.25229
H: 0.13254 -4.49958 -0.39173
S: 1.17246 1.36429 0.01505
O: 2.56868 1.12791 -0.27340
O: 0.72898 2.84683 0.26419
C: 0.16840 0.88780 -1.49390
F: 0.71933 -0.16120 -2.05601
F: -1.05596 0.57049 -1.10705
F: 0.12650 1.88093 -2.34925
C: 1.64028 3.93596 -0.05809
H: 1.18006 4.81769 0.39126
H: 1.70480 4.05079 -1.14476
H: 2.61937 3.72446 0.38360

Properties
Relative energy (zero: lowest compared OMol25 entry of this formula, charge and spin), kcal/mol: 0.0
HOMO (spin up / spin down), hartree: -0.7220 / -0.7195
Spin multiplicity: 6
Expectation value of S²: 8.764
Charge: +2
Lowest unoccupied orbital energy (spin up / spin down), eV: -8.942 / -11.871
Gap between HOMO and LUMO (spin up / spin down), eV: 10.704 / 7.709

Entry 4:
The following is a quantum chemistry calculation of a 2-piece molecular cluster, C4H8F3P overall, from the Open Molecules 2025 dataset.

Cartesian coordinates (Å):
C: 1.98536 0.99097 0.01931
C: 0.90597 -1.48165 -0.79018
C: -1.39577 0.79417 1.14841
C: -2.27399 0.14415 0.16427
F: -2.29604 -1.18862 0.33344
F: -3.53262 0.53688 -0.00475
F: -1.66533 0.12281 -1.11128
P: 1.13448 -0.50185 0.77753
H: 1.76956 1.17824 -1.06464
H: 3.06682 0.70974 0.04490
H: 1.97305 1.89732 0.71548
H: 0.42075 -2.46222 -0.60143
H: 1.87987 -1.86430 -1.14909
H: 0.52757 -0.96281 -1.65063
H: -1.37442 0.33935 2.10631
H: -1.12526 1.74781 1.06233

Properties
Relative energy (zero: lowest compared OMol25 entry of this formula, charge and spin), kcal/mol: 29.2
HOMO (spin up / spin down), hartree: -0.3022 / -0.3289
Lowest unoccupied orbital energy (spin up / spin down), eV: -0.720 / -0.632
Gap between HOMO and LUMO (spin up / spin down), eV: 7.503 / 8.318

Entry 5:
The following is a quantum chemistry calculation of a 2-piece molecular cluster, C4H8F3P overall, from the Open Molecules 2025 dataset.

Cartesian coordinates (Å):
C: -1.47621 0.38265 1.21167
C: -0.94048 -1.81255 -0.37353
C: 1.66810 1.18360 0.02937
C: 1.17664 0.62825 -1.30367
F: 2.83838 1.94341 -0.13804
F: 0.83408 2.11419 0.63622
F: 1.64722 -0.63773 -1.49493
P: -1.47883 -0.04723 -0.69169
H: -0.69617 -0.15825 1.53267
H: -2.45851 -0.06588 1.52517
H: -1.50297 1.39541 1.18169
H: -0.43816 -2.27748 -1.30646
H: -1.83648 -2.51647 -0.09034
H: -0.23821 -1.92730 0.48504
H: 1.69369 0.43795 0.92189
H: 1.20791 1.35743 -2.12508

Properties
Relative energy (zero: lowest compared OMol25 entry of this formula, charge and spin), kcal/mol: 0.0
HOMO (spin up / spin down), hartree: -0.2589 / -0.3542
Spin multiplicity: 3
Expectation value of S²: 2.006
Lowest unoccupied orbital energy (spin up / spin down), eV: 1.037 / -1.818
Gap between HOMO and LUMO (spin up / spin down), eV: 8.083 / 7.820

Entry 6:
The following is a quantum chemistry calculation of one molecule with the formula C4H8FIO, from the Open Molecules 2025 dataset.

Cartesian coordinates (Å):
C: 0.02619 -0.89186 -1.40998
C: 1.28568 1.22097 0.58408
C: -0.79417 -0.23389 -0.34310
C: 0.22698 0.09586 0.81079
O: -1.75680 -1.09549 0.06975
F: 0.60061 -1.07688 1.32606
I: -1.08462 0.79200 2.51908
H: 0.56676 -1.71718 -0.83649
H: -0.72460 -1.26807 -2.18464
H: 0.56531 -0.23288 -1.99850
H: 1.89933 0.92318 -0.37992
H: 1.76273 1.60009 1.50599
H: 0.67077 2.05863 0.12575
H: -1.11812 0.72534 -0.70655
H: -2.12605 -0.89983 0.91767

Properties
Relative energy (zero: lowest compared OMol25 entry of this formula, charge and spin), kcal/mol: 8.9
HOMO, hartree: -0.3536
Lowest unoccupied orbital energy, eV: 0.317
Structure (SMILES): C[C@@H](O)[C@](C)(F)I
Gap between HOMO and LUMO, eV: 9.939

Entry 7:
The following is a quantum chemistry calculation of C4H8FO2Ru as an isolated structure, from the Open Molecules 2025 dataset.

Cartesian coordinates (Å):
O: 1.49836 0.06239 -0.82332
C: 1.47951 -0.76817 0.29562
C: 0.09688 -1.43955 0.23526
O: -0.82630 -0.34392 0.34361
C: -2.22221 -0.63004 0.17589
C: -2.92164 0.52589 -0.45108
Ru: 0.00085 1.23143 -0.62296
H: 1.60508 -0.75610 1.40174
H: -0.07225 -2.12190 1.08152
H: -0.07468 -1.98249 -0.70819
H: -2.59014 -0.82498 1.19827
H: -2.31922 -1.55188 -0.41765
H: -3.26552 1.34275 0.18577
H: -3.23202 0.44116 -1.49530
H: 2.70033 -0.80860 0.38690
F: 0.38232 2.42073 0.72776

Properties
HOMO (spin up / spin down), hartree: -0.4896 / -0.5163
Spin multiplicity: 7
Expectation value of S²: 12.013
Charge: +1
Lowest unoccupied orbital energy (spin up / spin down), eV: -4.585 / -7.004
Gap between HOMO and LUMO (spin up / spin down), eV: 8.738 / 7.044

Entry 8:
The following is a quantum chemistry calculation of C4H8FeO3 as an isolated structure, from the Open Molecules 2025 dataset.

Cartesian coordinates (Å):
O: 0.97075 -1.95797 0.84250
C: 0.39772 -0.94555 0.34602
Fe: -1.64145 0.10742 -1.41724
O: -0.50608 -0.96224 -0.46288
C: 2.12942 -1.82693 1.73860
H: 1.83472 -2.38464 2.63343
H: 2.93891 -2.34576 1.21407
C: 2.46662 -0.38873 2.03695
H: 2.88248 0.05615 1.12084
H: 3.33792 -0.15156 2.71341
O: -2.88668 0.92059 -2.31193
C: -3.30198 2.18464 -2.69625
H: -3.62719 2.80083 -1.83423
H: -2.50570 2.75263 -3.21568
H: -4.16192 2.12646 -3.38990
H: 1.67246 0.01466 2.68230

Properties
Relative energy (zero: lowest compared OMol25 entry of this formula, charge and spin), kcal/mol: 19.2
HOMO (spin up / spin down), hartree: -0.5065 / -0.5152
Spin multiplicity: 6
Expectation value of S²: 8.764
Charge: +1
Lowest unoccupied orbital energy (spin up / spin down), eV: -3.430 / -6.127
Gap between HOMO and LUMO (spin up / spin down), eV: 10.353 / 7.893

Number 1: largest force on an atom 6.32 eV Å⁻¹. Number 2: largest force on an atom 2.89 eV Å⁻¹. Number 3: largest force on an atom 4.78 eV Å⁻¹. Number 4: largest force on an atom 4.22 eV Å⁻¹. Number 5: largest force on an atom 6.18 eV Å⁻¹. Number 6: largest force on an atom 3.73 eV Å⁻¹. Number 7: largest force on an atom 3.62 eV Å⁻¹. Number 8: largest force on an atom 2.37 eV Å⁻¹.